The following is a quantum chemistry calculation of a cluster of 5 separate species, C30H29N5O11 in total in a non-equilibrium geometry, from OMol25.

Results
- net charge = 0
- LUMO energy (eV) = -0.946
- HOMO level (eV) = -9.40
- SMILES string = [H]/N=C(/C)C[C@H]1COC(=O)O1.O=[N+]([O-])c1ccccc1.O=[N+]([O-])c1ccccc1.O=[N+]([O-])c1ccccc1.O=[N+]([O-])c1ccccc1
- gap between HOMO and LUMO (eV) = 8.5

The geometry in XYZ format:
```
75
Properties=species:S:1:pos:R:3:mulliken_charge:R:1
H -1.17 -1.33 -0.69 0.04
N -0.34 -0.73 -0.64 -0.30
C -0.33 0.01 -1.68 0.40
C 0.79 1.00 -1.91 -1.05
C -1.47 -0.15 -2.71 -1.32
C -2.67 0.74 -2.42 0.19
C -3.33 0.69 -1.03 -0.20
O -3.78 2.07 -0.96 -0.40
C -2.75 2.79 -1.53 0.58
O -2.39 3.81 -1.07 -0.49
O -2.26 2.12 -2.60 -0.37
H 0.39 1.99 -2.10 0.57
H 1.49 0.67 -2.69 0.28
H 1.35 1.01 -0.96 0.25
H -1.07 0.17 -3.69 0.47
H -1.73 -1.21 -2.80 0.48
H -3.51 0.63 -3.11 0.37
H -2.69 0.56 -0.15 0.19
H -4.18 0.01 -1.05 0.31
O 1.93 3.30 1.15 -0.65
N 1.58 2.19 1.52 1.14
O 1.77 1.17 0.90 -0.66
C 0.88 2.08 2.80 -0.02
C 0.61 3.22 3.53 -0.47
C -0.08 3.11 4.73 -0.41
C -0.49 1.86 5.18 -0.43
C -0.20 0.72 4.44 -0.54
C 0.49 0.83 3.24 -0.23
H 0.92 4.20 3.18 0.45
H -0.31 3.99 5.30 0.38
H -1.03 1.77 6.11 0.38
H -0.51 -0.25 4.79 0.43
H 0.71 -0.06 2.66 0.57
O 2.57 1.47 -4.30 -0.64
N 2.35 2.67 -4.18 1.11
O 1.27 3.14 -3.91 -0.61
C 3.48 3.58 -4.37 0.11
C 4.72 3.07 -4.71 -0.31
C 5.78 3.95 -4.91 -0.48
C 5.58 5.32 -4.77 -0.39
C 4.33 5.81 -4.42 -0.50
C 3.27 4.94 -4.22 -0.28
H 4.87 2.01 -4.82 0.43
H 6.75 3.56 -5.18 0.37
H 6.41 6.00 -4.93 0.38
H 4.19 6.88 -4.30 0.37
H 2.30 5.33 -3.95 0.45
O -2.04 -2.22 2.49 -0.58
N -2.80 -2.49 1.60 1.10
O -2.52 -2.43 0.41 -0.65
C -4.16 -2.91 1.96 0.03
C -4.52 -2.95 3.29 -0.21
C -5.81 -3.33 3.63 -0.51
C -6.72 -3.67 2.63 -0.43
C -6.34 -3.63 1.30 -0.58
C -5.05 -3.25 0.95 -0.28
H -3.82 -2.69 4.07 0.46
H -6.11 -3.36 4.67 0.38
H -7.73 -3.96 2.90 0.38
H -7.05 -3.90 0.52 0.38
H -4.76 -3.22 -0.09 0.44
O 3.37 -6.09 3.35 -0.62
N 2.35 -5.54 2.98 1.05
O 1.26 -5.74 3.47 -0.62
C 2.44 -4.59 1.87 -0.02
C 3.67 -4.38 1.27 -0.46
C 3.75 -3.49 0.20 -0.48
C 2.61 -2.84 -0.25 -0.47
C 1.39 -3.06 0.37 0.23
C 1.30 -3.94 1.44 -0.57
H 4.56 -4.89 1.61 0.45
H 4.70 -3.32 -0.28 0.38
H 2.67 -2.15 -1.08 0.45
H 0.50 -2.54 0.02 0.28
H 0.35 -4.11 1.92 0.53
```

---

The following is a quantum chemistry calculation of a structure of composition C30H30AgIN2O3P2, from OMol25.

Results
- net charge = -2
- energy relative to the best compared isomer or geometry (same formula, charge and spin) (kJ/mol) = 12.97
- LUMO energy (eV) = 3.889
- HOMO level (eV) = -1.39
- gap between HOMO and LUMO (eV) = 5.3

The geometry in XYZ format:
```
69
Properties=species:S:1:pos:R:3:mulliken_charge:R:1
Ag 1.20 -0.53 2.84 0.35
N 3.96 -0.01 2.91 -0.33
C 4.38 -1.00 3.91 -0.49
C 3.82 -2.40 3.61 0.47
O 4.64 -3.35 3.61 -0.84
N 2.52 -2.42 3.42 -0.22
C 1.94 -3.68 3.02 -0.68
C 0.96 -3.58 1.85 0.26
O 0.45 -4.64 1.43 -0.80
O 0.71 -2.42 1.38 -0.36
H 4.28 -0.28 1.98 0.09
H 4.32 0.91 3.12 0.18
H 4.00 -0.66 4.87 0.17
H 5.47 -1.12 3.98 0.27
H 1.36 -4.13 3.85 0.18
H 2.70 -4.43 2.75 0.36
C -1.23 0.88 -1.15 -1.80
P -0.34 0.53 0.47 0.49
C 1.34 1.01 -0.11 0.95
C 1.73 2.21 -0.70 -0.17
C 3.02 2.38 -1.19 -0.80
C 3.94 1.34 -1.11 -0.53
C 3.56 0.14 -0.55 -0.94
C 2.27 -0.03 -0.04 -0.44
C -1.14 1.92 1.38 0.96
C -2.07 1.49 2.33 -0.70
C -2.82 2.40 3.06 -0.49
C -2.65 3.76 2.87 -0.46
C -1.72 4.21 1.93 -0.69
C -0.99 3.29 1.19 -0.13
P -0.70 -0.17 -2.57 0.16
C -1.58 -1.74 -2.24 0.66
C -1.09 -2.51 -1.18 -0.14
C -1.65 -3.75 -0.88 -0.84
C -2.69 -4.24 -1.66 -0.49
C -3.18 -3.49 -2.72 -0.66
C -2.63 -2.24 -3.02 -0.31
C -1.75 0.55 -3.92 0.03
C -3.03 1.06 -3.73 0.25
C -3.76 1.58 -4.79 -0.65
C -3.21 1.60 -6.06 -0.38
C -1.94 1.09 -6.27 -0.57
C -1.21 0.58 -5.20 -0.38
H -1.06 1.92 -1.46 0.71
H -2.30 0.76 -0.94 0.65
H 1.03 3.02 -0.82 0.14
H 3.30 3.33 -1.64 0.37
H 4.94 1.48 -1.49 0.35
H 4.26 -0.69 -0.49 0.56
H 1.98 -0.98 0.41 0.41
H -2.16 0.43 2.51 0.32
H -3.52 2.03 3.80 0.37
H -3.22 4.47 3.46 0.35
H -1.57 5.27 1.78 0.38
H -0.28 3.68 0.47 0.00
H -0.28 -2.19 -0.54 0.28
H -1.22 -4.29 -0.04 0.47
H -3.13 -5.21 -1.44 0.38
H -3.99 -3.86 -3.33 0.35
H -3.02 -1.67 -3.85 0.26
H -3.47 1.04 -2.74 0.26
H -4.75 1.97 -4.61 0.38
H -3.78 2.00 -6.89 0.36
H -1.50 1.10 -7.26 0.37
H -0.21 0.20 -5.36 0.36
I 2.06 1.81 5.55 -0.36
C 0.58 1.18 4.04 -0.93
H 0.40 2.14 3.56 0.24
H -0.28 0.98 4.68 0.42
```

---

The following is a quantum chemistry calculation of a structure of composition C30H30BF4N5O3SW in a non-equilibrium geometry, from OMol25.

Results
- net charge = 0
- energy relative to the best compared isomer or geometry (same formula, charge and spin) (kJ/mol) = 26.50
- LUMO energy (alpha / beta) (eV) = -0.229 / -1.391
- ⟨S²⟩ = 2.022
- HOMO level (alpha / beta) (eV) = -7.77 / -7.95
- gap between HOMO and LUMO (alpha / beta) (eV) = 7.5 / 6.6
- multiplicity = 3

The geometry in XYZ format:
```
75
Properties=species:S:1:pos:R:3:mulliken_charge:R:1
W 0.27 0.00 -0.25 1.13
C 4.25 1.90 -1.64 -0.48
O 4.28 2.77 -0.51 -0.51
C 3.33 2.75 0.45 -0.06
C 3.45 3.76 1.40 -0.69
C 2.59 3.87 2.48 -0.75
C 1.58 2.94 2.65 -0.93
C 1.45 1.93 1.72 0.39
C 0.40 0.87 1.94 -0.78
N -0.79 0.84 1.36 0.48
N -1.77 0.08 1.99 -1.03
C -1.92 -1.03 1.34 0.37
O -1.14 -1.39 0.36 0.30
C -3.01 -1.96 1.73 0.39
C -4.00 -1.55 2.62 -0.48
C -5.01 -2.43 2.98 -0.69
C -5.03 -3.72 2.47 -0.35
C -4.04 -4.13 1.58 -0.87
C -3.03 -3.25 1.21 -0.26
C 2.30 1.82 0.63 0.74
O 2.05 0.81 -0.26 -0.38
H 3.34 2.05 -2.22 0.06
H 4.36 0.86 -1.35 0.20
H 5.10 2.20 -2.25 0.34
H 4.26 4.47 1.26 0.48
H 2.72 4.67 3.19 0.39
H 0.90 3.00 3.50 0.56
H 0.49 0.30 2.86 0.72
H -3.97 -0.54 3.01 0.46
H -5.78 -2.10 3.67 0.39
H -5.81 -4.40 2.76 0.39
H -4.05 -5.13 1.19 0.40
H -2.25 -3.56 0.53 0.55
N 0.99 -0.36 -2.34 -0.06
C 1.21 -1.64 -2.95 0.35
C 0.91 -1.78 -4.30 -0.43
C 1.07 -3.00 -4.93 -0.73
C 1.52 -4.08 -4.19 -0.89
C 1.85 -3.92 -2.86 -1.18
C 1.72 -2.69 -2.20 0.77
C 2.09 -2.59 -0.76 0.69
C 3.08 -3.47 -0.30 -1.05
C 3.33 -3.64 1.05 -0.92
C 2.55 -2.97 1.97 -0.98
C 1.60 -2.06 1.52 -0.56
C 1.40 -1.79 0.17 1.57
H 0.48 0.26 -2.98 -0.17
H 1.88 0.14 -2.21 0.26
H 0.57 -0.91 -4.85 0.50
H 0.83 -3.10 -5.98 0.43
H 1.63 -5.06 -4.65 0.41
H 2.19 -4.78 -2.30 0.54
H 3.66 -4.03 -1.02 0.58
H 4.12 -4.31 1.37 0.41
H 2.68 -3.13 3.03 0.44
H 1.00 -1.55 2.26 0.14
F 1.37 3.99 -1.85 -0.33
B 0.37 3.11 -2.15 -0.07
F 0.08 2.29 -0.99 0.15
F -0.82 3.74 -2.52 -0.36
F 0.76 2.26 -3.22 -0.47
C -1.98 1.54 -5.29 -1.10
N -2.12 1.54 -3.85 -0.02
C -2.13 0.45 -3.09 0.21
S -2.21 0.64 -1.38 -0.35
N -2.10 -0.76 -3.66 0.04
C -2.34 -2.00 -2.94 -0.84
H -2.11 2.56 -5.65 0.38
H -2.74 0.93 -5.77 0.36
H -0.98 1.19 -5.59 0.32
H -1.89 2.40 -3.36 0.41
H -2.16 -0.80 -4.67 0.28
H -1.78 -2.00 -2.00 0.07
H -2.00 -2.82 -3.57 0.39
H -3.40 -2.12 -2.71 0.33
```

---

The following is a quantum chemistry calculation of a structure of composition C30H30Br2GeN3OPY in a non-equilibrium geometry, from OMol25.

Results
- net charge = +1
- energy relative to the best compared isomer or geometry (same formula, charge and spin) (kJ/mol) = 39.36
- LUMO energy (eV) = -2.959
- HOMO level (eV) = -10.31
- gap between HOMO and LUMO (eV) = 7.4

The geometry in XYZ format:
```
69
Properties=species:S:1:pos:R:3:mulliken_charge:R:1
Y 0.29 0.50 0.12 0.99
Br -4.10 1.96 2.07 -0.15
C -2.50 2.95 2.27 -0.21
C -2.47 4.11 3.04 -0.28
C -1.28 4.78 3.22 -0.06
Br -1.26 6.35 4.30 -0.20
C -0.09 4.33 2.61 0.69
C 1.17 4.92 2.78 -0.82
C 2.26 4.40 2.13 -1.02
C 2.10 3.28 1.30 -0.42
N 0.93 2.68 1.12 0.25
C -0.16 3.17 1.77 0.35
C -1.39 2.46 1.59 0.51
O -1.45 1.39 0.85 -0.72
H -3.38 4.47 3.49 0.46
H 1.27 5.78 3.43 0.38
H 3.25 4.83 2.25 0.43
H 2.95 2.86 0.78 0.55
N -0.24 -0.55 -3.22 0.08
P -1.35 -0.89 -1.94 0.34
C -2.46 -1.99 -2.89 0.79
C -1.93 -3.00 -3.69 -0.26
C -2.76 -3.83 -4.41 -0.92
C -4.14 -3.66 -4.34 -0.51
C -4.67 -2.68 -3.52 -0.66
C -3.84 -1.84 -2.79 -0.57
C -0.45 -2.24 -1.06 0.75
C 0.68 -2.91 -1.53 -0.43
C 1.17 -4.00 -0.83 -0.86
C 0.55 -4.43 0.34 -0.57
C -0.55 -3.74 0.83 -0.64
C -1.05 -2.65 0.14 -0.41
C 0.50 0.60 -3.35 0.29
C 1.02 0.96 -4.60 -1.00
C 1.78 2.10 -4.71 -0.33
C 2.00 2.87 -3.57 -1.02
C 1.47 2.45 -2.38 -0.01
N 0.75 1.32 -2.24 0.05
H -0.43 -1.02 -4.10 0.22
H -0.86 -3.16 -3.73 0.29
H -2.34 -4.60 -5.04 0.42
H -4.79 -4.30 -4.92 0.40
H -5.75 -2.56 -3.46 0.42
H -4.26 -1.08 -2.16 0.43
H 1.17 -2.59 -2.44 0.43
H 2.04 -4.53 -1.20 0.43
H 0.92 -5.29 0.86 0.44
H -1.05 -4.07 1.73 0.48
H -1.93 -2.12 0.48 0.38
H 0.82 0.34 -5.47 0.43
H 2.20 2.40 -5.66 0.44
H 2.58 3.78 -3.63 0.44
H 1.62 3.02 -1.47 0.42
C 2.49 -2.25 3.91 -1.26
Ge 1.71 -0.68 2.97 0.70
C 2.49 0.98 3.75 -1.20
C -0.25 -0.70 3.38 -0.89
C 2.01 -0.72 1.00 -1.22
H 2.40 -2.13 4.99 0.39
H 3.54 -2.39 3.67 0.38
H 1.96 -3.16 3.63 0.33
H 2.80 0.79 4.77 0.45
H 1.77 1.79 3.77 0.30
H 3.37 1.32 3.19 0.36
H -0.39 -0.45 4.43 0.42
H -0.68 -1.68 3.22 0.27
H -0.82 0.02 2.78 0.21
H 2.01 -1.75 0.65 0.32
H 3.00 -0.31 0.78 0.53
```

---

The following is a quantum chemistry calculation of a structure of composition C30H30CaN8O6STe in a non-equilibrium geometry, from OMol25.

Results
- net charge = -2
- energy relative to the best compared isomer or geometry (same formula, charge and spin) (kJ/mol) = 408.68
- LUMO energy (eV) = 4.300
- HOMO level (eV) = -1.19
- gap between HOMO and LUMO (eV) = 5.5

The geometry in XYZ format:
```
77
Properties=species:S:1:pos:R:3:mulliken_charge:R:1
Ca 0.14 -0.45 -0.80 2.00
O -1.69 2.07 2.89 -0.55
C -1.01 1.45 3.85 0.32
C -1.12 2.02 5.13 -0.67
C -0.47 1.47 6.21 -0.26
C 0.31 0.32 6.05 -0.83
C 0.42 -0.24 4.80 -0.66
C -0.22 0.30 3.68 0.64
C -0.02 -0.31 2.32 0.60
O -0.45 0.35 1.31 -0.46
N 0.65 -1.44 2.33 -0.72
N 0.91 -2.01 1.06 0.06
C 1.50 -3.13 1.21 -0.81
C 1.96 -4.13 0.24 0.95
C 1.94 -5.44 0.73 -0.78
C 2.25 -6.55 -0.04 -0.78
C 2.60 -6.35 -1.36 -0.66
C 2.67 -5.07 -1.88 -0.67
C 2.40 -3.95 -1.09 0.57
O 2.57 -2.70 -1.56 0.39
H -1.66 1.57 2.04 0.02
H -1.74 2.90 5.22 0.45
H -0.57 1.93 7.19 0.36
H 0.82 -0.12 6.90 0.38
H 1.01 -1.13 4.64 0.37
H 1.62 -3.46 2.25 0.24
H 1.64 -5.58 1.77 0.34
H 2.20 -7.54 0.39 0.35
H 2.81 -7.20 -2.00 0.36
H 2.95 -4.91 -2.91 0.46
O -1.47 0.24 -2.34 -0.17
C -1.84 -0.17 -3.50 -0.23
C -3.00 0.36 -4.13 -0.87
C -3.40 -0.04 -5.39 -0.32
C -2.68 -0.99 -6.11 -0.78
C -1.54 -1.53 -5.52 -0.05
C -1.11 -1.16 -4.25 0.06
C 0.07 -1.76 -3.59 -0.03
N 0.21 -1.99 -2.38 -1.05
C 3.06 -2.57 -2.86 -1.12
C 2.47 -2.25 -4.02 0.04
N 1.20 -2.03 -4.49 -0.05
H -3.57 1.10 -3.57 0.26
H -4.30 0.40 -5.82 0.36
H -3.00 -1.31 -7.10 0.34
H -0.97 -2.29 -6.06 0.42
H 4.14 -2.68 -2.89 0.42
H 3.21 -2.14 -4.81 0.30
H 1.17 -1.60 -5.40 0.32
N 0.07 3.06 0.33 -0.28
C 0.20 2.81 -1.01 0.44
N -0.36 3.74 -1.85 -0.56
O 0.78 1.82 -1.46 -0.54
H -0.78 3.54 0.59 0.31
H 0.19 2.22 0.89 -0.06
H -1.21 4.16 -1.48 0.27
H -0.52 3.32 -2.75 0.31
C 2.86 1.88 2.39 -1.09
N 2.87 0.74 1.50 -0.03
C 3.13 0.81 0.17 0.47
N 3.78 1.96 -0.23 -0.47
O 2.82 -0.05 -0.64 -0.34
H 2.28 1.62 3.28 0.29
H 2.39 2.74 1.92 0.34
H 3.87 2.15 2.72 0.34
H 2.35 -0.09 1.79 0.24
H 4.37 2.46 0.41 0.16
H 4.06 1.95 -1.20 0.26
Te -3.51 2.48 -0.28 -0.43
C -4.59 3.54 1.20 0.04
C -4.56 4.87 1.55 -0.44
C -5.43 5.22 2.62 -0.44
C -6.13 4.15 3.09 -0.49
S -5.72 2.73 2.22 -0.17
H -3.91 5.57 1.04 0.36
H -5.52 6.22 3.02 0.32
H -6.86 4.14 3.89 0.35
```

---

The following is a quantum chemistry calculation of a structure of composition C30H30ClKN5PS5 in a non-equilibrium geometry, from OMol25.

Results
- net charge = -2
- energy relative to the best compared isomer or geometry (same formula, charge and spin) (kJ/mol) = 0.00
- LUMO energy (eV) = 3.801
- HOMO level (eV) = -0.47
- gap between HOMO and LUMO (eV) = 4.3

The geometry in XYZ format:
```
73
Properties=species:S:1:pos:R:3:mulliken_charge:R:1
K 0.33 -1.31 1.32 0.61
C 4.69 0.35 4.80 -0.93
N 3.24 0.52 4.87 0.17
C 2.42 -0.22 5.70 -0.68
C 1.14 0.12 5.42 -0.60
N 1.20 1.11 4.44 0.60
C 2.52 1.36 4.10 0.04
S 3.25 2.35 2.98 -0.49
C 0.04 1.69 3.86 -0.10
C -0.89 2.27 4.72 -0.61
C -2.02 2.80 4.12 -0.61
C -2.12 2.79 2.74 -0.66
C -1.12 2.17 2.01 -0.24
N -0.04 1.63 2.55 0.17
H 5.23 1.11 5.36 0.27
H 4.97 0.50 3.76 0.34
H 4.91 -0.65 5.11 0.35
H 2.80 -1.03 6.30 0.42
H 0.19 -0.37 5.69 0.62
H -0.75 2.30 5.79 0.45
H -2.83 3.24 4.68 0.37
H -2.99 3.20 2.24 0.46
H -1.21 2.05 0.95 0.43
Cl 2.50 -0.66 -1.65 0.01
C 2.26 0.65 -2.75 0.41
C 3.33 1.01 -3.58 -0.56
C 3.20 2.03 -4.50 -0.47
C 1.98 2.68 -4.65 -0.72
C 0.91 2.34 -3.85 -0.28
C 1.04 1.34 -2.86 -0.29
P -0.34 1.01 -1.64 0.56
C -1.17 -0.42 -2.36 0.47
C -0.71 -1.11 -3.50 -0.51
C -1.28 -2.31 -3.89 -0.59
C -2.33 -2.84 -3.17 -0.41
C -2.82 -2.18 -2.06 -0.51
C -2.22 -0.99 -1.65 -0.15
C -1.48 2.36 -2.08 -0.35
C -2.48 2.21 -3.05 0.13
C -3.44 3.19 -3.24 -0.67
C -3.42 4.35 -2.47 -0.40
C -2.46 4.52 -1.49 -0.85
C -1.50 3.53 -1.30 -0.34
H 4.28 0.49 -3.53 0.42
H 4.05 2.29 -5.12 0.34
H 1.89 3.52 -5.34 0.34
H 0.00 2.91 -3.92 0.35
H 0.12 -0.74 -4.10 0.33
H -0.86 -2.86 -4.73 0.36
H -2.75 -3.80 -3.45 0.31
H -3.61 -2.58 -1.45 0.42
H -2.54 -0.57 -0.69 0.23
H -2.50 1.31 -3.65 0.46
H -4.24 3.05 -3.96 0.39
H -4.17 5.12 -2.63 0.38
H -2.43 5.40 -0.86 0.39
H -0.76 3.64 -0.53 0.69
S -3.94 -2.38 4.24 -0.49
C -2.62 -1.90 3.36 -0.13
S -1.06 -1.88 4.08 -0.44
S -2.77 -1.37 1.72 -0.39
N 1.74 -5.39 -1.80 -0.82
C 1.29 -4.79 -0.53 0.80
N 1.29 -5.89 0.47 -0.71
S 2.40 -3.47 0.06 -0.53
H 1.79 -4.58 -2.44 0.28
H 2.71 -5.65 -1.66 0.28
H 0.37 -6.36 0.45 0.23
H 1.38 -5.45 1.35 0.27
C -0.13 -4.27 -0.74 -1.21
H -0.56 -3.96 0.22 0.27
H -0.72 -5.12 -1.12 0.38
H -0.13 -3.43 -1.43 -0.03
```

---

no.,E_tot (a.u.)
1,-2261.62409
2,-2623.82937
3,-2550.53879
4,-9005.25190
5,-3394.72122
6,-4827.50616